1.
Computed, not measured: an isolated molecule of C5H10N2, with ωB97M-V/def2-TZVPD.

Summary:
Max |F|: 0.31 eV/A
Net charge: 0

Structure (XYZ):
```
17
Properties=species:S:1:pos:R:3:forces:R:3
N 0.953 0.501 -0.296 0.1 -0.2 0.2
N -1.786 -0.380 0.267 0.1 -0.2 0.2
C 1.365 -0.158 0.749 -0.1 0.0 -0.3
C -1.424 1.022 0.072 0.0 0.2 0.0
C 1.959 -1.526 0.650 0.1 0.0 0.0
C 0.000 1.508 0.191 -0.1 0.1 -0.2
C -1.964 0.223 -1.060 -0.1 0.1 -0.3
H 1.139 0.235 -1.262 0.0 0.0 0.1
H -0.954 -0.967 0.269 -0.1 0.1 0.0
H 0.681 0.779 1.406 0.0 -0.1 0.1
H -2.118 1.697 0.572 0.1 -0.1 -0.1
H 2.071 -1.905 -0.374 0.0 0.1 0.1
H 2.923 -1.564 1.165 -0.1 0.0 0.0
H 0.132 2.476 -0.306 0.0 -0.1 0.1
H 1.292 -2.203 1.199 0.1 0.1 -0.1
H -1.271 -0.054 -1.857 -0.1 0.0 0.2
H -2.998 0.316 -1.386 0.2 0.0 0.0
```
Positions in Å, forces in eV/Å.

2.
Computed, not measured: a cluster of 2 separate species, C5H10N2 in total at a distorted geometry, with ωB97M-V/def2-TZVPD.

Summary:
Max |F|: 2.39 eV/A
Net charge: 0

Structure (XYZ):
```
17
Properties=species:S:1:pos:R:3:forces:R:3
N 0.092 1.605 0.982 -1.0 -0.2 -0.8
N -1.527 -0.634 0.859 1.1 0.6 -0.6
C 2.803 0.200 -0.303 0.6 0.4 -0.8
C 2.084 -0.041 -1.396 0.5 0.2 0.3
C -2.652 -0.253 0.035 -0.5 -0.6 -1.1
C -0.226 0.425 0.713 1.6 -0.7 0.5
C 0.062 -0.811 0.221 -2.2 0.6 0.7
H 2.794 1.166 0.181 -0.3 0.0 0.2
H -1.711 -1.318 1.582 0.1 0.6 0.3
H -0.595 2.314 0.732 -0.1 0.0 0.7
H 1.396 0.693 -1.792 -0.1 0.0 0.1
H -3.496 0.200 0.558 0.3 -0.1 0.6
H 2.194 -0.958 -1.958 -0.1 -0.1 0.0
H -2.377 0.491 -0.713 0.4 -0.1 0.1
H 0.624 -1.518 0.820 -0.1 -0.3 -0.3
H -3.061 -1.097 -0.528 0.1 -0.1 0.0
H 3.597 -0.464 0.007 -0.1 -0.3 0.2
```
Positions in Å, forces in eV/Å.

Record order is preserved below.
Orbital gap: 7.9 8.9 eV
Record order is preserved below.
Energy relative to the best compared isomer or geometry (same formula, charge and spin): 5.3137 5.6131 eV
Record order is preserved below.
E: -305.828580 -305.817577 hartree